1.
Entry from OMol25: a 12-piece molecular cluster, C13H18Cl33NO4P overall at a distorted geometry (ωB97M-V/def2-TZVPD).

The geometry in XYZ format:
```
70
Properties=species:S:1:pos:R:3:forces:R:3
O -0.877971 1.358000 -5.612679 0.06 -0.44 -0.54
N -0.554583 0.489667 -6.349302 -1.01 0.89 0.42
O 0.669835 -0.031500 -6.031814 1.21 -1.39 -0.85
C 1.773718 0.813853 -6.487770 1.14 0.83 1.91
C 3.108668 0.099332 -6.978026 0.97 0.09 -0.91
O 4.181927 1.038148 -6.751614 -1.73 -0.68 -0.05
P 3.849893 1.985143 -5.300605 0.21 0.52 1.37
O 2.147714 1.493660 -5.302060 -0.85 -0.24 -2.73
H 1.333885 1.430904 -7.320759 0.51 -0.10 0.72
H 3.181909 -0.105467 -8.095560 -0.35 0.71 2.46
H 3.320735 -0.900389 -6.483023 -0.55 1.02 -0.08
H 5.214847 2.463695 -5.257003 0.23 -0.43 0.13
H 4.060224 0.794961 -4.512691 -0.29 1.06 -1.22
H 3.496393 2.709033 -4.072932 0.31 0.06 -0.06
H 3.543926 3.176913 -6.054488 -0.29 -0.20 -0.36
C 5.366848 0.171475 -1.624393 0.05 -0.27 -0.31
Cl 5.147907 -0.373955 -3.291079 0.85 -0.67 1.32
Cl 6.528349 1.504868 -1.552556 0.00 -0.06 0.05
Cl 3.816129 0.659192 -0.925518 0.53 -0.11 -0.09
H 5.759622 -0.653765 -1.038667 -0.06 0.18 0.05
C 0.558116 0.728508 2.006508 0.12 0.01 -0.18
Cl 1.868852 0.515103 3.175196 -0.05 0.02 0.02
Cl 1.199611 0.824235 0.364345 -0.54 0.05 0.35
Cl -0.615560 -0.586948 2.143712 0.11 0.21 -0.21
H 0.050913 1.662405 2.229840 0.06 -0.12 0.03
C -4.196738 -1.585245 0.344609 0.19 0.15 -0.19
Cl -3.113587 -2.437791 1.451920 -0.23 -0.13 0.03
Cl -4.340817 0.116552 0.803209 -0.04 -0.11 0.02
Cl -3.624955 -1.735437 -1.320630 -0.06 -0.02 0.14
H -5.177168 -2.040265 0.410949 0.13 0.03 0.01
C -6.617250 -4.866965 1.793065 0.16 -0.10 -0.10
Cl -6.245824 -5.072613 3.510114 -0.03 0.02 -0.03
Cl -7.175397 -3.219395 1.474975 -0.09 -0.12 0.06
Cl -5.205797 -5.260742 0.802597 -0.22 0.03 0.08
H -7.418071 -5.552135 1.532934 0.07 0.09 0.06
C 0.644651 4.218067 4.636979 0.11 -0.14 -0.13
Cl 1.956381 4.018581 5.805035 -0.09 0.03 -0.04
Cl 1.283107 4.283874 2.990664 -0.10 0.07 0.22
Cl -0.533394 2.907845 4.793233 -0.06 0.04 0.07
H 0.142114 5.156382 4.845893 0.06 -0.13 -0.02
C -0.102884 -4.677630 1.888527 0.08 -0.05 -0.10
Cl -0.980309 -4.254573 3.365686 0.04 -0.02 0.00
Cl 1.503971 -5.300699 2.277922 -0.13 0.09 -0.03
Cl -1.016488 -5.857902 0.940715 0.03 0.11 0.05
H 0.014334 -3.776861 1.292285 -0.04 -0.07 0.09
C -2.381205 -1.785036 5.879826 0.13 0.17 -0.01
Cl -0.901009 -0.914103 5.468846 -0.14 -0.13 0.20
Cl -2.310750 -2.390757 7.540904 -0.03 -0.04 -0.08
Cl -3.796461 -0.748674 5.655154 0.05 -0.10 -0.04
H -2.473240 -2.635316 5.210984 -0.02 0.11 0.07
C 3.228238 7.286633 1.287646 -0.05 -0.24 -0.01
Cl 2.856987 5.736035 0.529792 0.15 0.22 -0.13
Cl 1.744377 8.198667 1.602378 0.05 0.02 0.00
Cl 4.137570 7.047073 2.786307 -0.03 0.05 -0.05
H 3.843569 7.862160 0.603546 -0.08 -0.06 0.09
C -7.974750 -8.005345 5.294483 -0.03 -0.05 0.06
Cl -8.503256 -7.341334 6.845215 0.06 -0.01 -0.11
Cl -7.524102 -9.706189 5.466481 0.00 0.12 -0.03
Cl -9.239678 -7.816996 4.073311 0.10 0.03 0.02
H -7.100309 -7.451997 4.966555 -0.11 -0.06 0.02
C 3.138165 -2.135231 -10.777711 -0.22 0.17 0.01
Cl 4.846409 -2.356800 -10.378918 -0.08 0.02 -0.05
Cl 2.287208 -3.687284 -10.751193 0.02 0.02 -0.07
Cl 2.384752 -0.989677 -9.660960 -0.26 -0.90 -1.39
H 3.072926 -1.728809 -11.782108 0.04 -0.10 0.10
C 0.493667 7.547268 7.146382 0.10 -0.08 -0.04
Cl 1.804757 7.348578 8.315440 -0.10 0.04 -0.06
Cl 1.133691 7.613038 5.499015 -0.05 0.10 0.07
Cl -0.685921 6.237792 7.306684 0.00 0.11 0.01
H -0.009422 8.486182 7.354197 0.05 -0.12 -0.02
```
Forces are in eV/Å.

Charge = -1
Maximum force = 2.9 eV Å⁻¹
Multiplicity = 1
HOMO = -3.80 eV
Lowest unoccupied orbital energy = 1.241 eV
HOMO-LUMO gap = 5.04 eV


2.
Entry from OMol25: a 2-piece molecular cluster, C2H3ClN4 overall at a distorted geometry (ωB97M-V/def2-TZVPD).

The geometry in XYZ format:
```
10
Properties=species:S:1:pos:R:3:forces:R:3
N 2.178384 2.432864 -0.149528 1.16 3.38 0.97
C 1.744917 1.361772 0.148120 -0.35 -0.87 -0.41
N 1.178645 0.269767 0.095798 -0.66 0.37 0.35
Cl 2.108903 -1.114270 0.266767 0.45 -0.64 0.14
H 2.403398 3.288221 0.458723 -0.64 -2.24 -1.07
N -2.687806 -0.607265 -0.790978 -0.66 3.04 -2.10
C -1.989879 -1.288869 -0.096150 0.29 0.26 0.82
N -1.487842 -1.962776 0.788112 0.03 -0.16 0.07
H -2.502318 0.372982 -1.218394 -0.04 -2.77 1.25
H -0.946404 -2.752423 0.497531 0.42 -0.37 -0.03
```
Forces are in eV/Å.

SMILES = N=C=NCl.N=C=N
Maximum force = 3.8 eV Å⁻¹
Multiplicity = 1
HOMO = -9.95 eV
Lowest unoccupied orbital energy = 0.419 eV
Relative energy (zero: lowest compared OMol25 entry of this formula, charge and spin) = 44.13 kcal/mol
HOMO-LUMO gap = 10.37 eV


3.
Entry from OMol25: C11H17BN6O3OsS as an isolated structure at a distorted geometry (ωB97M-V/def2-TZVPD).

The geometry in XYZ format:
```
40
Properties=species:S:1:pos:R:3:forces:R:3
H 2.656553 -0.611263 3.036988 -0.22 0.24 0.01
N 0.832715 -0.609086 1.843602 0.61 -4.14 0.57
B -1.461268 -1.540555 0.810369 -0.69 -0.15 0.59
N -0.132174 -1.639815 1.613508 0.54 0.50 0.97
C 0.121624 -2.642329 2.479197 0.14 1.27 -0.85
Os 0.575114 1.236855 1.976787 -0.72 2.44 -1.73
H -0.533052 -3.498092 2.520732 0.05 -0.05 -0.01
C 1.260977 -2.345914 3.216106 0.79 0.27 0.20
H 1.661651 -2.931532 4.023645 0.19 -0.18 -0.12
C 1.746073 -1.127760 2.767532 -1.82 -1.11 -0.41
H -2.301058 -2.139007 1.444382 0.19 0.02 -0.20
C 1.105821 2.161011 -4.321906 -1.37 1.98 0.62
H 1.622285 3.079052 -4.616578 -0.10 -0.18 0.05
H 0.942751 2.173400 -3.240584 0.01 0.02 -0.09
H 0.136518 2.122171 -4.826010 0.15 0.03 0.07
N -1.481475 -2.283525 -0.591335 -1.54 -1.21 -0.34
N -1.934219 -0.072353 0.758471 0.17 1.30 0.46
N -0.446985 -2.217543 -1.504365 -0.27 -0.70 -1.26
N -1.137581 1.050422 1.012810 -1.74 -0.36 -0.46
C -2.451273 -3.127554 -1.058772 1.12 2.27 2.99
C -3.217093 0.340338 0.680264 1.08 0.08 0.04
H -3.349548 -3.323317 -0.486566 0.11 -0.02 -0.04
H -4.014581 -0.374177 0.538513 0.03 0.09 0.02
C -2.040603 -3.624044 -2.295780 1.71 0.03 -1.96
C -3.260558 1.720142 0.817163 0.20 0.56 -0.29
C -0.786946 -3.007813 -2.541762 -0.41 0.05 0.66
C -1.949614 2.162824 0.942861 -0.36 -1.97 0.39
H -2.548625 -4.326135 -2.932385 -0.15 -0.07 -0.02
H -4.132819 2.340644 0.842690 -0.22 0.08 -0.20
H -0.161094 -3.140895 -3.417665 0.03 0.16 0.32
H -1.541619 3.160911 1.025408 -0.02 -0.10 0.10
H 1.667587 1.339373 -4.582797 1.31 -1.86 -0.62
C 3.846715 2.489972 0.013536 0.25 0.23 -0.02
S 2.394137 3.023564 0.926686 -0.10 -0.64 0.05
O 2.378162 4.434134 1.138441 -0.07 -1.24 -0.21
O 1.187789 2.366535 0.232959 0.63 1.28 0.50
O 2.316812 2.176760 2.257288 1.19 0.87 -0.31
H 4.359447 3.411055 -0.302730 -0.23 -0.33 0.10
H 3.554893 1.887575 -0.860469 -0.14 0.32 0.43
H 4.514562 1.905972 0.659769 -0.33 0.23 0.00
```
Forces are in eV/Å.

Charge = +2
Maximum force = 4.2 eV Å⁻¹
Multiplicity = 5
HOMO (alpha / beta) = -15.68 / -15.89 eV
Lowest unoccupied orbital energy (alpha / beta) = -7.262 / -10.446 eV
Relative energy (zero: lowest compared OMol25 entry of this formula, charge and spin) = 10.90 kcal/mol
HOMO-LUMO gap (alpha / beta) = 8.42 / 5.44 eV